1.
Here is C36H34AsIN3O5Sn as an isolated structure from the Open Molecules 2025 dataset. Energies are from ωB97M-V/def2-TZVPD.

```
81
Properties=species:S:1:pos:R:3:forces:R:3
Sn 0.176492 -0.537821 -0.410865 0.48 -0.11 -0.33
O 1.330425 2.311884 0.324359 -0.11 -0.08 0.12
C 0.779851 3.336416 -0.392801 0.08 0.07 -0.10
C -0.498330 3.839575 -0.223520 0.04 0.07 -0.07
C -0.840709 4.866446 -1.077651 0.01 -0.03 0.02
C 0.047331 5.362613 -2.049447 -0.02 0.03 -0.01
C 1.310466 4.845138 -2.201589 0.01 -0.03 0.02
C 1.680321 3.799315 -1.346071 -0.07 0.00 0.07
C 2.831007 2.988234 -1.170199 -0.25 -0.06 0.13
N 2.596878 2.130631 -0.208542 0.31 0.15 -0.31
N 3.502585 1.254010 0.252533 -0.18 -0.08 0.22
C 3.107032 0.260393 1.052082 0.31 -0.02 -0.23
O 1.951934 0.016890 1.461708 -0.35 0.01 0.16
C 4.225548 -0.664448 1.416947 -0.06 -0.04 0.07
C 5.371307 -0.772175 0.634973 0.02 0.01 -0.01
C 6.357049 -1.686107 0.971598 0.02 -0.01 -0.01
C 6.212815 -2.486192 2.095839 -0.01 -0.01 0.03
C 5.076944 -2.373260 2.886573 0.01 -0.02 0.00
C 4.083774 -1.470945 2.543860 -0.03 0.04 -0.05
H -1.186328 3.440708 0.505317 0.01 -0.02 0.02
H -1.828961 5.298555 -1.008661 -0.02 0.00 0.01
H -0.282839 6.166474 -2.691850 0.01 0.01 -0.01
H 1.988161 5.224227 -2.952366 0.03 0.00 -0.01
H 3.789622 2.959882 -1.656810 0.02 0.03 -0.04
H 5.484745 -0.143303 -0.236140 -0.02 0.02 -0.01
H 7.242775 -1.771249 0.356393 0.01 0.00 0.00
H 6.988395 -3.192061 2.360482 0.01 -0.01 0.01
H 4.969400 -2.985516 3.771912 0.00 -0.01 0.01
H 3.196669 -1.369411 3.155050 0.00 0.01 0.00
O -1.887193 -1.508269 -0.989421 -0.13 0.07 -0.14
C -2.626740 -0.748377 -2.024849 -0.02 -0.05 0.16
C -2.080884 0.708162 -2.040897 0.01 0.04 -0.09
O -2.564734 1.503934 -2.808580 -0.07 -0.01 -0.07
O -1.101009 0.965824 -1.221779 -0.09 -0.06 0.31
C -4.089492 -0.824403 -1.613558 0.01 0.01 -0.03
C -4.933967 0.277988 -1.555699 0.01 0.00 0.02
C -6.250334 0.122721 -1.139876 0.00 0.00 0.00
C -6.735662 -1.124379 -0.781369 -0.03 0.03 0.00
C -5.900361 -2.230340 -0.844685 -0.02 -0.02 0.02
C -4.589140 -2.081490 -1.262950 -0.02 -0.02 0.01
C -2.312714 -1.440605 -3.339292 0.00 0.06 -0.03
C -3.310673 -1.883564 -4.194853 0.00 0.01 -0.01
C -2.982416 -2.546259 -5.370707 -0.03 0.00 0.00
C -1.658013 -2.773281 -5.700699 0.00 0.00 -0.02
C -0.653050 -2.313156 -4.860249 0.02 -0.01 -0.03
C -0.980812 -1.642649 -3.696215 0.03 -0.02 0.03
H -2.470591 -1.508375 -0.217181 0.04 -0.07 0.02
H -4.573095 1.250641 -1.852704 0.01 0.02 -0.02
H -6.898464 0.987735 -1.101543 -0.01 0.01 0.00
H -7.763212 -1.237099 -0.463079 -0.01 0.00 0.01
H -6.273794 -3.211070 -0.581829 0.00 -0.01 0.00
H -3.954345 -2.956118 -1.343729 0.01 -0.01 -0.01
H -4.350651 -1.712406 -3.955536 -0.01 0.01 0.02
H -3.772219 -2.884535 -6.027565 -0.01 -0.01 -0.01
H -1.405759 -3.294810 -6.613635 0.00 -0.01 -0.02
H 0.386288 -2.469041 -5.117501 0.01 0.00 0.00
H -0.173242 -1.275007 -3.069978 -0.03 0.00 0.00
C -2.707042 -1.604875 2.554492 0.02 -0.01 -0.06
As -0.876384 -1.111055 2.125082 0.23 0.16 0.09
C 0.156621 -2.639246 2.707704 -0.10 0.01 0.11
C -0.468993 0.247666 3.439774 -0.11 -0.06 0.08
H -2.762335 -1.871872 3.609336 -0.01 0.00 -0.01
H -3.020405 -2.460348 1.956199 -0.01 -0.01 0.01
H -3.374138 -0.766174 2.360051 0.00 0.00 -0.01
H 0.018389 -2.786415 3.778473 0.02 -0.02 -0.01
H 1.203636 -2.443348 2.487590 0.02 0.01 0.00
H -0.167854 -3.524442 2.165103 0.00 -0.01 -0.01
H -0.574941 -0.172650 4.439851 0.01 0.01 -0.01
H -1.159949 1.081911 3.327641 0.02 0.00 -0.02
H 0.550780 0.581298 3.270418 0.01 0.01 0.00
I -0.847042 -6.405038 -3.083605 -0.02 -0.02 -0.01
C 0.431434 -5.205398 -1.974393 0.13 0.07 0.07
C 1.791811 -5.467498 -1.886828 -0.10 0.01 -0.01
C 2.587704 -4.595224 -1.158614 -0.03 0.02 0.01
C 1.997352 -3.496841 -0.558977 0.13 -0.01 0.09
N 0.689705 -3.250914 -0.634939 -0.11 0.13 0.12
C -0.076703 -4.089154 -1.323026 -0.13 -0.11 -0.21
H 2.220788 -6.327806 -2.381846 0.01 -0.01 0.00
H 3.652448 -4.755837 -1.065169 0.01 -0.01 0.00
H 2.592698 -2.781640 0.002461 0.01 -0.01 -0.01
H -1.129655 -3.844774 -1.391437 0.01 0.00 0.02
```
Positions in Å, forces in eV/Å.

Summary:
Gap between HOMO and LUMO: 7.96 eV
HOMO: -10.8 eV
Relative energy (zero: lowest compared OMol25 entry of this formula, charge and spin): 40.44 kJ/mol
Charge: +1



2.
Here is C36H34BN4O4PtS2 as an isolated structure from the Open Molecules 2025 dataset. Energies are from ωB97M-V/def2-TZVPD.

```
82
Properties=species:S:1:pos:R:3:forces:R:3
Pt 0.921508 -1.052500 0.213092 1.65 0.53 1.03
C 1.825415 -1.077966 -3.968907 -0.08 -0.04 0.07
C 2.032993 -1.054697 -2.476894 0.34 -0.03 0.01
O 0.942093 -1.085528 -1.797455 -0.89 0.04 0.19
C 3.328423 -1.013379 -1.998985 -0.06 -0.02 -0.14
C 3.783917 -1.004488 -0.664247 0.21 -0.03 0.22
C 5.256042 -1.010760 -0.381681 0.04 0.06 0.00
N 2.979173 -0.985355 0.363217 -2.00 -0.37 -0.69
N 3.418625 -0.965137 1.653534 0.42 -0.02 0.40
C 2.463820 -0.965616 2.525765 0.44 -0.03 -0.40
O 1.193994 -1.010217 2.204961 -0.73 0.06 -0.15
C 2.797138 -0.921277 3.966005 -0.24 -0.05 0.07
C 1.763401 -0.891134 4.899118 0.03 0.00 -0.06
C 2.051455 -0.868170 6.254388 0.01 -0.01 0.01
C 3.371040 -0.878029 6.682474 -0.01 0.00 -0.01
C 4.402197 -0.905859 5.752380 0.03 0.00 0.01
C 4.120659 -0.926677 4.397388 0.02 0.02 -0.03
H 0.763381 -1.051401 -4.198306 0.01 0.00 0.00
H 2.257805 -1.989171 -4.382396 -0.01 0.00 -0.02
H 2.322897 -0.228917 -4.436070 0.01 0.00 0.00
H 4.098156 -1.005792 -2.756732 0.02 0.00 0.03
H 5.825392 -1.043527 -1.305795 -0.03 0.01 -0.02
H 5.508178 -1.874169 0.233847 -0.01 0.01 0.02
H 5.532800 -0.123050 0.187196 0.00 -0.02 0.02
H 0.741087 -0.892806 4.547591 -0.01 -0.01 0.03
H 1.246338 -0.849319 6.977042 0.00 0.00 0.00
H 3.598916 -0.867487 7.740230 -0.01 0.01 0.00
H 5.430981 -0.916740 6.087230 0.00 0.01 -0.01
H 4.917352 -0.949170 3.666978 0.00 -0.01 0.00
S -1.485745 -0.794019 0.630808 0.81 -0.19 -0.55
C -1.812752 0.854346 0.397937 -0.48 -0.55 0.17
N -3.063813 1.249749 0.235096 0.36 0.15 -0.17
C -3.347837 2.667642 0.001665 0.01 0.20 0.09
C -2.485879 3.476336 0.928205 -0.09 -0.04 0.00
N -1.087874 3.160814 0.646961 -0.33 -0.38 -0.03
C -0.177181 4.310465 0.559581 0.12 0.09 0.00
C -0.548871 5.176527 -0.619226 -0.03 0.01 -0.01
C -0.394843 4.681532 -1.912467 -0.01 -0.03 0.01
C -0.755251 5.455689 -3.002928 0.00 0.00 -0.02
C -1.270029 6.732585 -2.811395 -0.01 -0.02 0.03
C -1.423528 7.229896 -1.526805 0.00 0.03 -0.02
C -1.065374 6.452307 -0.433056 0.03 -0.02 0.02
C -0.728188 1.899524 0.427452 0.73 0.50 -0.03
S 0.875482 1.484191 0.195379 -0.18 0.20 -0.14
C -4.198204 0.323508 0.054711 -0.12 -0.16 -0.18
C -4.529796 0.119133 -1.405716 -0.03 0.01 0.01
C -4.021473 -0.980654 -2.091177 0.05 0.02 0.04
C -4.343696 -1.183166 -3.424496 -0.02 0.00 -0.03
C -5.174931 -0.289140 -4.083823 0.03 0.02 0.03
C -5.684982 0.809152 -3.406101 -0.02 0.02 -0.02
C -5.367290 1.009476 -2.071792 0.01 0.00 0.01
H -4.401168 2.846423 0.203199 0.00 -0.04 0.01
H -3.137367 2.932863 -1.037878 -0.07 -0.08 -0.03
H -2.717236 3.239794 1.970728 0.04 0.07 0.02
H -2.642146 4.538890 0.759382 0.02 0.00 -0.02
H 0.837104 3.938799 0.462447 0.02 -0.03 0.06
H -0.248241 4.871268 1.493215 -0.04 -0.03 0.01
H 0.018906 3.689885 -2.063585 0.00 0.00 0.00
H -0.626471 5.068672 -4.005103 0.00 0.00 0.00
H -1.546726 7.338638 -3.663472 0.00 0.00 0.00
H -1.819622 8.224786 -1.373018 0.00 0.00 0.00
H -1.176505 6.847862 0.570568 0.00 0.00 0.00
H -5.049259 0.757243 0.579280 0.06 0.04 0.06
H -3.952843 -0.623230 0.522383 -0.03 0.03 0.08
H -3.380547 -1.684555 -1.575596 -0.01 -0.01 -0.01
H -3.957210 -2.048661 -3.945855 0.01 0.00 0.01
H -5.434064 -0.451978 -5.121265 0.00 -0.01 0.00
H -6.344531 1.501883 -3.911628 0.00 0.00 0.00
H -5.794743 1.855063 -1.544320 -0.02 -0.02 0.01
O 0.923452 -3.826919 1.418435 -0.04 0.10 0.10
B 0.998743 -3.086145 0.260609 0.04 -0.05 0.01
O 1.149708 -3.878539 -0.857063 0.00 0.12 -0.12
C 1.162021 -5.173992 -0.372956 -0.02 -0.07 0.19
C 1.273267 -6.353899 -1.069324 0.01 0.05 -0.07
C 1.246559 -7.523448 -0.313522 0.00 0.00 0.03
C 1.111291 -7.491171 1.070934 0.00 -0.01 -0.03
C 0.995420 -6.288571 1.763618 -0.01 0.05 0.07
C 1.025443 -5.142038 1.005842 0.02 -0.08 -0.19
H 1.372663 -6.366813 -2.145784 0.01 -0.01 0.01
H 1.331617 -8.477482 -0.815368 0.00 0.00 0.00
H 1.093849 -8.420837 1.622939 0.00 0.00 0.00
H 0.885507 -6.251380 2.838414 0.01 0.00 0.00
```
Positions in Å, forces in eV/Å.

Summary:
Gap between HOMO and LUMO: 5.68 eV
HOMO: -10.0 eV
Relative energy (zero: lowest compared OMol25 entry of this formula, charge and spin): 58.92 kJ/mol
Charge: +1



3.
Here is C36H34Cl2N2O5P2Ti as an isolated structure from the Open Molecules 2025 dataset. Energies are from ωB97M-V/def2-TZVPD.

```
82
Properties=species:S:1:pos:R:3:forces:R:3
Ti -0.035247 -0.395132 0.972169 0.05 -0.43 -0.51
C -0.755936 -0.663934 -2.455034 -0.13 0.03 -0.01
C 0.736664 -1.011183 -2.570241 0.12 -0.01 -0.06
P 1.715907 -0.695084 -1.026341 0.00 -0.03 -0.13
C 2.733007 0.748783 -1.411624 0.05 -0.05 -0.02
C 3.556344 0.690166 -2.540520 -0.03 -0.01 0.03
C 4.352250 1.770079 -2.871633 0.00 0.01 -0.02
C 4.335847 2.912038 -2.079100 -0.01 0.01 0.00
C 3.523664 2.972262 -0.959376 0.00 0.03 0.02
C 2.721432 1.891419 -0.621053 -0.06 0.01 0.05
C 2.908018 -2.058979 -0.895060 -0.02 0.02 0.02
C 2.566409 -3.368052 -1.229768 -0.02 0.02 0.00
C 3.477131 -4.396866 -1.051459 0.00 0.00 0.00
C 4.733578 -4.129598 -0.526191 0.00 -0.02 0.00
C 5.080108 -2.830166 -0.186104 0.02 0.01 0.01
C 4.174293 -1.795917 -0.369450 -0.04 0.04 -0.01
P -1.078616 0.600318 -1.169686 0.03 0.00 -0.04
C -2.859602 0.841336 -1.022415 0.03 -0.03 -0.09
C -3.688694 0.749477 -2.141784 0.04 -0.04 0.04
C -5.045103 1.000237 -2.016459 -0.02 0.00 0.00
C -5.575044 1.363096 -0.784804 0.00 -0.01 0.02
C -4.750857 1.474381 0.326518 -0.02 0.01 0.01
C -3.395825 1.207990 0.209482 0.06 0.04 0.09
C -0.405291 2.166779 -1.759491 -0.02 -0.06 -0.02
C -0.502710 3.280395 -0.925345 -0.02 -0.03 0.05
C -0.016422 4.504397 -1.346644 0.02 0.03 -0.02
C 0.571730 4.626067 -2.598869 -0.02 0.01 0.03
C 0.660770 3.525061 -3.436113 0.02 0.00 -0.02
C 0.170507 2.297414 -3.022173 0.00 -0.03 0.04
H -1.328298 -1.543592 -2.151031 0.02 0.07 -0.02
H -1.154482 -0.354774 -3.423820 0.03 0.04 0.06
H 1.214005 -0.412224 -3.348252 -0.03 -0.08 0.05
H 0.854307 -2.053488 -2.867902 0.00 0.05 0.03
H 3.588881 -0.201532 -3.156157 0.00 -0.03 0.01
H 4.989763 1.721604 -3.742947 0.02 0.00 -0.03
H 4.961200 3.754235 -2.338065 0.03 0.04 -0.01
H 3.508299 3.861204 -0.344523 0.00 0.03 0.02
H 2.071717 1.962714 0.241461 0.05 -0.01 -0.03
H 1.589887 -3.599064 -1.638127 -0.02 0.00 -0.01
H 3.210688 -5.406401 -1.329755 -0.01 -0.04 -0.01
H 5.446290 -4.931279 -0.395562 0.02 -0.03 0.00
H 6.065001 -2.615974 0.205118 0.03 0.01 0.01
H 4.463726 -0.780999 -0.125422 0.00 0.01 0.00
H -3.283535 0.495895 -3.112548 0.01 -0.01 -0.03
H -5.687809 0.926500 -2.882549 -0.01 0.00 -0.02
H -6.632477 1.568296 -0.694469 -0.03 0.01 0.01
H -5.162025 1.769994 1.281905 -0.01 0.00 0.02
H -2.759363 1.287245 1.086994 -0.04 0.00 -0.05
H -0.954309 3.202475 0.055126 -0.02 0.01 0.00
H -0.097765 5.363969 -0.697150 0.00 0.03 0.03
H 0.951826 5.583788 -2.926100 0.01 0.03 0.00
H 1.106445 3.621487 -4.416421 0.00 0.00 -0.02
H 0.242042 1.456719 -3.697369 -0.02 -0.03 -0.03
O -2.223758 0.138941 7.828258 0.06 -0.02 0.11
C -2.507643 0.163304 6.686405 0.08 -0.01 0.08
O -3.551053 0.374837 5.908640 -0.32 0.08 -0.12
C -2.193566 0.028813 5.262064 0.16 -0.05 -0.12
C -2.143786 -1.273276 4.590807 0.09 0.00 -0.15
C -1.572501 -1.412035 3.386728 -0.18 -0.32 0.16
N -1.003676 -0.374257 2.658420 -0.12 0.09 0.10
C -1.038046 0.865054 3.297186 -0.13 0.44 0.45
C -1.590082 1.117992 4.493853 0.12 -0.07 -0.31
C -0.362591 1.924958 2.500910 0.00 0.27 0.16
O -0.272055 3.088773 2.720044 -0.06 -0.18 0.04
O 0.183857 1.337284 1.388160 0.07 0.24 0.00
H -2.561536 -2.133060 5.093659 0.01 -0.05 0.01
H -1.505083 -2.390718 2.928600 -0.04 0.01 0.05
H -1.577774 2.125471 4.886786 0.04 0.03 0.00
Cl 2.348865 -0.351374 2.443517 0.09 0.01 -0.03
C 2.507568 -2.104667 2.664907 0.09 -0.05 0.06
Cl 1.126235 -2.861411 1.845171 -0.05 -0.04 0.05
H 2.458182 -2.336557 3.724566 0.03 0.02 -0.08
H 3.419873 -2.445387 2.182664 -0.06 0.04 0.06
C -3.596299 -2.113022 0.620593 0.06 -0.02 0.03
C -2.236323 -2.665313 0.363481 -0.20 -0.17 -0.09
N -2.111611 -3.954051 0.096413 0.00 0.13 0.02
O -1.204749 -1.938919 0.356346 0.16 -0.03 0.03
H -3.875396 -1.483941 -0.226671 -0.02 0.00 -0.02
H -3.569557 -1.474013 1.501276 0.01 0.02 0.02
H -4.339441 -2.894631 0.751080 -0.01 -0.03 0.01
H -2.915271 -4.562423 0.077142 0.01 0.01 0.01
H -1.205113 -4.349953 -0.104872 -0.01 0.00 0.00
```
Positions in Å, forces in eV/Å.

Summary:
Gap between HOMO and LUMO: 6.35 eV
HOMO: -13.2 eV
Charge: +2



| no. | LUMO (eV) | F_max (Eh/bohr) |
| --- | --- | --- |
| 1 | -2.873 | 0.012 |
| 2 | -4.293 | 0.042 |
| 3 | -6.844 | 0.013 |